A 6-piece molecular cluster, C38H60BBr2F3N3O12S overall in a non-equilibrium geometry. Source: the OMol25 dataset; level of theory: ωB97M-V with the def2-TZVPD basis set.

Values from the calculation:
**Total charge**: +1
**ΔE to the lowest compared entry with this formula, charge and spin**: 163.8 kcal per mole
**E**: -229156.56933 eV

Geometry as XYZ:
```
120
Properties=species:S:1:pos:R:3:mulliken_charge:R:1
C 3.7500 3.6468 5.5705 -0.142
H -7.8595 -6.9770 -1.3613 0.333
O -1.9622 -3.7123 -6.4659 -0.529
C -0.0345 3.1188 -1.7950 -0.126
C 0.6352 -3.2690 -8.6766 -0.401
C -1.2043 -3.3509 -7.3349 0.571
C -4.0152 2.0651 3.0377 0.587
H 1.5926 -1.2090 3.9368 0.373
H -1.8171 -4.8807 -2.7913 -0.102
O -0.0327 -5.3698 -1.8556 -0.365
H -0.6995 -2.7203 0.0617 0.239
H -0.9255 -2.8580 -10.0883 0.268
C -0.3869 -2.3411 -9.2868 -0.523
H 4.9629 -0.0122 0.2602 0.341
Br -4.6488 0.5093 1.9112 -0.121
H -1.9473 4.2400 -2.4982 0.346
N 3.7091 1.9658 1.8408 -0.382
H 3.9169 2.9408 6.4709 0.277
H 1.0720 -3.9404 -9.4189 0.305
H 1.1096 3.2201 -1.8620 0.262
H -0.9069 1.0774 0.5438 -0.128
C 0.0021 1.7825 0.5678 0.686
H -4.1156 -1.1246 -4.7496 0.384
C -6.1139 -5.9368 -0.5612 -0.440
C -0.0699 -4.1683 -3.8604 0.453
C -5.3921 -5.1562 -2.5764 0.533
F -3.9149 2.2745 5.5054 -0.332
H -0.9932 -1.2421 -7.5152 0.170
H -0.9720 -0.3413 4.0398 0.466
C -3.0050 -1.5304 -1.6915 0.037
C -0.1762 4.6959 -3.9265 -0.496
O -1.5722 -0.2075 -4.5261 -0.659
H -5.6425 -6.9002 -0.3443 0.283
H 0.9604 5.5999 -5.9245 0.367
C 6.8459 6.9205 7.6336 -0.398
C -3.2687 1.5633 4.3936 0.178
C -0.0026 -1.3790 1.6837 -0.391
H 7.3928 7.8391 7.3996 0.266
C -1.3261 -2.0820 -8.1303 -0.389
C 8.3472 5.1774 7.1210 -0.388
H -1.4689 2.8318 3.9881 0.212
H 2.0804 2.0459 -0.2318 0.047
C -0.7981 4.4000 -2.4793 -0.332
H -1.2676 1.6946 5.4571 0.389
H 1.1461 0.6694 -1.0306 0.187
B 3.3780 0.6082 1.3061 0.332
H 0.9382 1.2199 5.0938 0.472
H 4.6205 1.8949 2.3278 0.248
H 0.0519 -1.4339 -9.7070 0.328
H -0.4337 -1.9767 2.5872 0.316
H 1.9589 -3.5017 -3.4994 0.306
H -0.5459 -0.8329 -0.4850 -0.191
C 1.3425 1.6107 4.0876 -0.979
H 3.7304 2.6542 1.0705 0.215
C 1.1224 -0.2575 2.1052 0.100
C -2.2746 -0.7457 -3.7036 0.286
H 2.4580 1.3400 4.0420 0.657
H 1.6113 3.9441 6.4503 0.276
H -0.4027 2.1057 -2.2067 0.060
O -4.6935 -4.6183 -3.4034 -0.527
O 4.5183 -0.3087 1.1072 -0.569
H -6.2641 -6.9927 -3.2015 0.291
C 0.4657 1.0471 2.8324 -0.197
H 9.2618 5.6734 6.7869 0.262
H -1.7955 0.5253 2.5182 -0.142
C -1.6558 1.7662 4.3766 -0.462
H 1.8316 -5.1824 -4.1214 0.306
H 8.4482 6.3183 8.9900 0.323
H -1.5837 3.2920 -0.1528 0.261
H -7.2356 -5.5397 -3.6170 0.296
H -0.3634 -3.1643 -3.5329 -0.156
C 1.3728 -4.4215 -3.4852 -0.472
Br -3.8065 -0.3689 4.6420 -0.063
C 1.3792 1.1496 0.0095 -0.867
H 3.9536 3.0878 4.5679 -0.044
C -1.0205 0.6157 3.3883 -0.282
H 7.0983 5.1823 8.8636 0.258
H -3.3040 -1.0641 -0.7496 0.124
H -0.2637 -4.2425 -4.9313 -0.095
H -4.8337 -0.7992 -2.5395 0.341
H 2.3045 -1.9367 2.6136 0.314
N 1.9979 0.1087 0.9077 0.826
H 4.5195 4.5096 5.6617 -0.121
H -4.7473 -2.5647 -2.5001 -0.121
O 2.1448 -5.0595 -1.2865 -0.626
O 7.2311 4.7038 5.0323 -0.587
H 2.2421 5.3482 5.3453 0.315
C -6.5962 -6.0067 -2.8670 -0.463
C 0.4535 5.1630 -4.9963 -0.190
C -7.2746 -6.0684 -1.5169 -0.529
H -2.3506 -1.9287 -8.4713 0.338
H -0.8654 -6.1701 -3.5631 0.331
H 8.5357 4.1255 7.3385 0.276
H -6.4107 -5.4687 0.3798 0.311
N 2.0629 -1.0141 3.0285 -0.378
C -0.4249 3.1579 -0.2231 -1.002
H 1.4406 -2.7265 -8.1720 0.261
S 1.2987 3.5043 3.9817 -0.031
H 0.0198 4.0630 0.3485 0.456
C -4.1618 -1.6575 -2.6514 -0.324
H -2.5363 -2.4957 -1.4761 0.052
O -2.0499 -0.6984 -2.3592 -0.145
O 6.4189 6.3189 6.4073 -0.362
O -0.0827 -4.0311 -7.7009 -0.351
C 7.7202 5.8865 8.3004 -0.496
H -3.1467 -2.5799 -4.3338 0.006
C -0.8066 -5.2058 -3.0495 -0.101
H 2.1582 -0.7522 0.3248 0.697
F -3.2275 2.9227 2.1935 -0.171
O 0.2378 2.1810 1.9484 -0.150
C -0.4244 -1.6381 0.3369 -0.801
C -3.4789 -1.5936 -3.9987 0.014
H -0.6189 5.2814 -1.7439 0.299
H -7.9468 -5.2109 -1.4045 0.269
C 1.2455 -4.9611 -2.0880 0.458
C 7.2912 5.3311 6.0627 0.558
C 2.2151 4.1941 5.4885 -0.497
O -5.1634 -5.1051 -1.2348 -0.323
H 5.9750 7.1729 8.2423 0.305
F -5.2470 2.7457 3.4372 -0.248
```

A 5-piece molecular cluster, C38H62BBrF3N9O6S overall in a non-equilibrium geometry. Source: the OMol25 dataset; level of theory: ωB97M-V with the def2-TZVPD basis set.

Values from the calculation:
**SMILES**: C#CC[C@](C[C@H](O)C(F)(F)F)([C@H](OC#N)O[C@@H](Br)CCCCCN)N(CCCCSc1nnco1)B(O)OC.CCCC#N.CCCC#N.CCCC#N.CCCC#N
**E**: -155810.98534 eV

Geometry as XYZ:
```
121
Properties=species:S:1:pos:R:3:mulliken_charge:R:1
H -2.3667 0.4869 12.2200 0.299
N 0.7248 -2.7706 0.9332 -0.577
C -1.5051 -7.4158 1.7818 -0.464
C 1.8491 -2.0487 -5.0541 -0.435
F -3.5171 5.8399 -3.3059 -0.304
H -0.8253 -5.4587 1.1601 0.063
N 5.7708 1.5678 -1.0318 -0.466
C -1.6590 -1.7821 3.2795 0.086
H 0.5162 0.1391 -0.0237 -0.189
C 4.4696 1.0802 1.0956 -0.358
N -1.0479 0.4639 -4.6163 0.572
O -0.0826 2.2419 -1.6609 -0.178
H -1.0220 -0.9047 3.4152 -0.244
H 3.9286 1.9451 0.6673 0.090
H -3.0254 -6.8073 -0.4935 0.390
H 4.8155 1.7627 -1.3060 0.173
C -0.3793 1.4762 10.5104 -0.445
O -1.5631 0.8129 -7.0656 -0.350
H -1.8281 -3.7787 4.1164 0.288
H 6.1700 -0.0790 0.2566 0.269
C -1.9686 -0.0991 -8.1281 -0.702
C -1.6891 2.1145 4.1552 -0.155
H 1.8394 -2.9684 -4.4412 0.336
C -0.0154 2.7817 -4.2161 0.253
H 1.0016 2.4383 -3.9522 0.184
C -1.6687 -2.1975 1.8062 0.297
F -2.0406 5.1360 -4.7140 -0.233
Br 2.3197 3.4286 -1.1364 -0.148
C 0.0250 3.1734 -5.6555 -2.049
H -1.0475 3.4017 5.7728 0.319
C 1.3468 0.8491 -0.1270 0.884
C -2.4482 5.0462 -3.4462 0.671
H -0.2249 0.3651 -2.3728 1.368
H -3.2841 1.7143 -3.7241 0.735
H -0.2029 1.1059 6.3463 0.453
H -3.0051 0.0787 -8.4524 0.255
H -0.2300 3.5489 -7.8692 0.442
H 0.6912 0.5712 -5.8667 0.311
C 0.3235 0.0480 -4.9627 0.808
H -0.1623 -3.1909 3.9918 0.327
C -2.5624 -5.9449 -0.0092 -1.224
H -2.3265 -3.0597 1.6672 0.181
H 0.0725 -1.7285 -6.2434 0.121
H -2.0941 2.9290 3.5513 0.374
H -1.3419 1.9655 10.3432 0.317
C -0.2761 1.0098 11.9653 -0.508
H 1.6830 1.2848 -2.2191 -0.601
F -1.4718 5.6160 -2.6845 -0.284
H 4.6077 1.3154 2.1663 0.442
H -3.8120 0.3709 -5.5879 0.295
C -1.2799 -6.3451 0.7115 -0.134
C 2.6368 -0.0325 -0.3655 -0.673
O -2.0606 0.9232 -1.6747 -0.466
H 3.2463 0.3273 -1.2154 0.140
N 3.7420 1.8427 -5.7317 -0.301
C -0.2181 0.3734 9.5635 0.312
C 4.1252 -0.1987 -6.0661 0.428
H 1.9300 -1.7860 -7.2584 0.302
H 4.1483 -1.0781 0.8612 0.516
H -1.2698 1.7362 7.5947 0.012
H 2.2758 -3.4278 -6.6740 0.425
C -1.1908 -2.8959 4.2098 -1.379
H -2.3480 -5.2001 -0.7771 0.315
C -1.3815 0.0362 12.3575 -1.129
H -1.2251 -2.5621 5.2476 0.408
C -2.3733 -6.9396 2.8584 0.273
C 3.5326 -0.1584 0.8963 -0.942
C 5.8190 0.9652 0.3269 -0.814
O -4.1068 3.5763 -2.5692 -0.667
C -1.2299 1.4070 6.5577 -0.744
H -0.1412 3.7198 -3.6460 1.111
H -0.3301 1.8854 12.6161 0.303
C -0.8261 1.2961 -2.3779 -0.854
O -3.1495 -0.3277 -5.6909 -0.586
C 0.3834 -1.4915 -5.2060 -0.845
C -1.6872 2.5275 5.6293 -0.822
C -1.1311 1.7235 -3.8785 0.812
H -1.8715 0.5291 6.4559 0.270
H 0.3932 2.2238 10.3169 0.356
H -1.2821 -0.2469 13.4059 0.327
C 2.4325 -2.3596 -6.4598 -0.766
C -2.4900 2.4552 -3.9415 -1.741
N -3.0654 -6.5608 3.6923 -0.456
H -2.1714 3.5064 -1.9615 0.158
H 4.9757 2.0751 -4.0486 0.455
H -2.0823 -1.3830 1.2080 -0.193
H -2.7002 2.8266 5.9090 0.367
H 2.8753 -0.2689 1.7809 0.310
S 4.2228 -1.9134 -6.5565 -0.230
H 2.3133 -1.0622 -0.6178 0.350
H 1.5594 1.4432 0.7737 0.295
H 0.6958 0.5435 12.1402 0.308
H -1.3373 -0.8779 11.7628 0.349
H -4.1894 2.8356 -1.9546 0.421
H 6.5624 1.5627 0.8886 0.343
H -1.8155 -1.1241 -7.7580 0.282
H -3.2889 -5.5094 0.6804 0.320
H -1.2994 0.1269 -8.9756 0.230
O 4.8520 0.1193 -4.9723 -0.280
H -2.7462 2.8648 -4.9381 0.562
B -1.9014 0.3374 -5.8129 0.683
H 2.4285 -1.3048 -4.4835 0.162
C -0.3292 -2.5141 1.3117 0.247
C 1.2305 1.7943 -1.3467 -0.021
C -2.7059 3.6073 -2.9187 -0.004
H -0.3321 -2.0083 -4.5431 0.533
N -0.0991 -0.5019 8.8310 -0.442
N -1.8930 1.1132 0.7564 -0.641
H -1.9363 -8.3118 1.3300 0.310
H 1.0552 0.2656 -4.1585 -1.019
H 6.3104 2.4240 -1.0482 0.246
H -2.6724 -1.4877 3.5643 0.485
N 3.4504 0.7744 -6.5602 -0.224
C -0.3494 1.7907 3.6713 0.219
C 4.5539 1.4431 -4.8262 -0.010
C 0.0201 3.4480 -6.8269 -0.280
N 0.7059 1.5288 3.3024 -0.467
H -0.5423 -7.7086 2.2058 0.294
H -0.5694 -6.7290 -0.0235 0.322
H -2.3484 1.2561 4.0092 0.189
C -1.9707 1.2060 -0.3985 0.698
```

A 5-piece molecular cluster, C38H62BF5N2O19 overall in a non-equilibrium geometry. Source: the OMol25 dataset; level of theory: ωB97M-V with the def2-TZVPD basis set.

Values from the calculation:
**SMILES**: CCCCCCCCCN(OC#N)[C@H](CCF)CO[C@@](CCCCCCOC(C)=O)(C[C@@H](C)O)B(O)O.O=C1OC[C@@H](F)O1.O=C1OC[C@@H](F)O1.O=C1OC[C@@H](F)O1.O=C1OC[C@@H](F)O1
**E**: -96543.06679 eV

Geometry as XYZ:
```
127
Properties=species:S:1:pos:R:3:mulliken_charge:R:1
C 0.3402 -0.0711 -1.5544 -0.108
O 4.5883 -2.9741 -1.5651 -0.572
H -1.7346 -2.5754 4.1276 0.273
H -4.5238 2.8679 5.9001 0.302
C 0.2552 6.0137 4.9163 -0.960
H 2.1121 -5.0975 -3.6831 0.247
O 3.4353 -4.8676 -2.1276 -0.252
O 3.9370 -9.5331 -1.2416 -0.288
C -4.5907 3.6746 -0.2042 -0.333
C 1.6697 -1.7629 -8.1976 0.316
O -2.1207 6.1947 -2.2425 -0.304
F -5.2436 3.2845 1.0901 -0.347
C 1.8251 -1.7571 -6.0024 0.537
H 5.0917 -5.5791 -4.2588 0.255
C 1.8439 -2.0070 3.1769 -0.841
O -2.7837 -3.3184 0.6679 -0.553
H -0.8751 7.2331 -0.3061 0.380
H 0.6770 -1.3804 -8.4581 0.302
O -5.5202 -7.0003 -4.1030 -0.543
C -2.1152 -2.5943 1.6044 0.474
C -2.7142 -1.1108 1.9632 -0.300
H -3.2770 -5.2418 -1.4569 0.268
C 2.6027 -8.4267 0.2370 -0.302
C -0.0139 6.6920 2.2742 -0.725
H 2.4748 0.5295 -1.0321 0.380
O 3.6112 2.7621 -0.3006 -0.686
H 0.7971 7.1219 1.5124 0.331
H 1.4119 -1.4413 -3.0455 0.236
O -4.5167 -4.9582 -3.9225 -0.284
H -1.8200 -0.3424 2.0010 -0.133
H 2.1612 -3.1302 3.0223 0.271
H -0.4701 -3.9728 4.1086 0.321
H 2.7079 0.4446 2.8598 0.384
C -3.4787 3.3259 5.6001 -0.614
H 3.2239 0.4672 1.0129 0.214
C 4.1927 -4.9535 -4.2612 0.251
N 0.0344 5.9374 -3.9500 -0.494
C -2.9890 3.3117 -0.0450 0.164
H -0.0319 -0.7026 3.7926 -0.012
H -1.0658 4.3984 7.3870 0.275
H -2.5639 3.4438 1.0361 -0.088
H -0.4608 3.8451 4.8957 0.114
H -3.2606 -1.0355 3.0011 0.404
C -0.6237 3.2309 -1.3515 0.076
H 2.4734 0.2366 -8.3110 0.268
H 0.1613 3.9625 -1.8159 0.149
C 1.1377 -1.4940 -1.8866 -0.379
C 1.7885 -1.2768 1.6753 0.765
O 4.4981 -3.6829 -3.7329 -0.267
C -3.2310 4.7386 6.4423 -0.546
H -0.8283 4.6080 1.6681 -0.366
H -1.5364 -0.6947 -1.0637 0.202
H -1.4373 6.2051 6.8959 0.286
C -0.8288 6.0404 -0.2415 -0.916
H -5.3672 -3.4477 -2.8183 0.234
H 1.5838 1.7385 -2.1654 0.358
C -0.7303 -2.9326 3.5908 -0.487
F 2.1595 -2.5039 -9.2167 -0.294
O -0.7642 -0.2460 -0.6034 -0.160
O 2.3908 -0.5786 -6.4057 -0.286
H 0.6253 -1.2197 1.4175 -0.427
B 2.2789 3.1922 0.1666 0.685
H 0.6308 -1.8914 5.1116 0.369
C 1.4312 1.0846 -1.1778 -0.877
C 4.4178 -9.6999 0.0224 0.631
F 3.7474 -4.7924 -5.5275 -0.256
O -0.8963 -3.2078 2.1552 -0.231
H 3.9778 3.3546 -1.0204 0.282
H -2.9027 2.1458 -0.2871 0.082
H 2.8037 5.1685 0.2725 0.199
C -0.9603 4.8838 5.0976 0.353
F -3.3717 -3.2810 -2.9786 -0.230
O -5.0417 -6.1116 -2.0506 -0.308
H 2.6732 -1.5091 3.8731 0.345
O 2.1446 4.5442 0.7404 -0.446
N -1.9535 5.5307 -1.0911 0.385
H -4.7421 -4.5291 -0.7439 0.233
H -2.6123 2.5357 5.7917 0.170
H -4.8102 4.7860 -0.4995 0.255
O 1.5684 -2.0308 -4.8418 -0.585
C 3.1024 -5.4474 -3.3729 -0.175
H -3.4187 -0.7598 1.0714 0.204
C 1.0530 1.3104 1.5418 0.082
C -1.6146 5.0689 6.5892 -0.601
H 2.8873 -7.3730 0.1470 0.212
H -3.6786 5.6258 5.7971 0.252
F 2.2729 -8.2897 -2.0781 -0.219
C 1.0265 2.0795 0.0549 0.075
H -2.1423 6.0130 1.6230 0.455
O 5.4469 -10.2977 0.2899 -0.530
C 2.5951 -9.1357 -1.0741 0.289
H -3.5294 3.5951 4.4589 0.093
H 1.1940 2.1958 2.3258 0.195
H 3.6839 -1.0133 -7.9426 0.288
H 0.4673 -2.4343 -1.6228 0.210
H 1.9439 -10.0158 -1.1046 0.204
C -4.3181 -4.9644 -1.6528 -0.229
H -5.0284 2.9171 -1.0154 0.252
H 0.2530 5.7564 -0.5846 0.245
H 2.3956 -1.9243 0.9030 0.010
H 3.0835 -6.5385 -3.3049 0.169
C 4.2052 -3.7713 -2.4051 0.637
O 3.6016 -9.1219 0.9558 -0.299
H 2.1358 -1.6178 -1.2731 -0.162
O 1.5763 -2.5846 -7.0561 -0.272
C -1.0126 5.7295 1.3921 0.388
C 0.8415 5.8023 3.4002 0.485
O -0.2989 2.6984 -0.0277 0.380
C 2.6427 -0.7098 -7.7903 -0.455
H -0.1723 7.1115 4.9698 0.321
C -5.0625 -6.1004 -3.4184 0.569
H 0.0006 0.8441 1.7662 -0.842
H -0.8080 2.3909 -2.1806 -0.187
H -0.1584 0.2437 -2.5915 0.369
C -0.9115 6.2056 -3.0778 0.557
C 2.3242 0.3035 1.7412 -0.722
H -1.7740 5.1321 4.2660 -0.197
C 0.4076 -1.8001 3.9427 -0.167
C -4.4630 -4.0655 -2.8330 0.288
H 1.9387 6.2416 3.3665 0.280
H -3.7326 4.6709 7.5206 0.341
H 1.1272 5.8800 5.6855 0.288
H 1.6381 -8.4871 0.7481 0.281
H -0.5482 7.5544 2.8582 0.278
H 0.8328 4.6420 3.1188 -0.586
C -2.0435 4.0414 -1.2165 -0.622
H -2.6395 3.8280 -2.2297 0.340
```

| no. | E_HOMO (eV) | M (g mol⁻¹) |
| --- | --- | --- |
| 1 | -10.581 | 1010.59 |
| 2 | -9.062 | 920.75 |
| 3 | -9.352 | 956.71 |